Model w:
C9H8N4 | wB97M-V/def2-TZVPD

Summary:
Kohn-Sham gap (spin up / spin down), eV: 5.656 / 5.396
E_LUMO (spin up / spin down), eV: -1.52 / -1.65

Geometry as ORCA input:
```
! RIJCOSX wB97M-V def2-TZVPD def2/J DEFGRID3
* xyz 0 1
C 0.22055 -3.12616 -1.43688
C 0.97501 -3.60401 -0.42115
C -0.14872 -1.77851 -1.40549
C -1.53454 3.87114 0.48367
C -1.68837 2.96298 1.51134
C 0.29093 2.62324 -0.22890
C 1.44391 -2.78251 0.58016
C 0.28372 -0.97772 -0.39109
C 0.04854 1.74558 0.79917
N -0.56406 3.62863 -0.39555
N -0.86676 1.95779 1.65060
N 1.46489 -0.64952 1.49414
N 1.01876 -1.46811 0.67363
H -0.24373 -3.83935 -2.30260
H 1.59033 -4.42251 -0.65238
H -0.60574 -1.23084 -2.25400
H -2.25572 4.72375 0.21805
H -2.51041 2.98212 2.10545
H 0.97514 2.42418 -1.13413
H 2.13811 -3.06557 1.39088
H -0.03184 0.02542 -0.28493
*
```



Model x:
C9H8N4 | wB97M-V/def2-TZVPD

Summary:
Kohn-Sham gap, eV: 9.387
E_LUMO, eV: 0.51

Geometry as ORCA input:
```
! RIJCOSX wB97M-V def2-TZVPD def2/J DEFGRID3
* xyz 0 1
C 3.02533 -0.05501 -0.07305
C 1.13443 1.09818 0.42062
C 0.33113 -0.02690 0.08887
C 1.01544 -1.05488 -0.46845
C -1.18716 0.02287 0.10345
C -1.83287 -1.14793 0.45970
C -3.21668 -1.07739 0.29452
C -3.28648 1.02532 -0.44574
C -1.85508 1.17882 -0.32718
H 4.78284 0.91250 0.13631
H 4.98255 -0.82720 -0.04031
H 0.77424 2.06526 0.66456
H 0.48918 -1.94041 -0.79291
H -1.34293 -1.97888 0.88571
H -3.75904 -1.93806 0.74900
H -3.96444 1.90201 -0.81813
H -1.34639 2.09273 -0.50010
N 4.38629 -0.03080 -0.21387
N 2.47567 1.00114 0.49352
N 2.33439 -1.15024 -0.44024
N -3.94043 -0.07113 -0.17628
*
```



Which of them is most stable, and which least? Most stable: model x; least stable: model w.



Model w:
H4OSSi | wB97M-V/def2-TZVPD

Summary:
Kohn-Sham gap, eV: 8.037
E_LUMO, eV: -0.35

Geometry as ORCA input:
```
! RIJCOSX wB97M-V def2-TZVPD def2/J DEFGRID3
* xyz 0 1
O 1.29929 1.04286 -0.17419
Si 0.60126 -0.37075 -0.47850
S -2.34857 0.02032 0.04175
H 1.19737 1.55778 0.62482
H 0.76707 -0.60379 -1.88834
H 0.72712 -1.38781 0.54083
H -2.24354 -0.25862 1.33363
*
```



Model x:
H4OSSi | wB97M-V/def2-TZVPD

Summary:
Kohn-Sham gap, eV: 7.333
E_LUMO, eV: -0.83

Geometry as ORCA input:
```
! RIJCOSX wB97M-V def2-TZVPD def2/J DEFGRID3
* xyz 0 1
O -1.43172 1.17971 0.07702
Si -0.74611 -0.21453 -0.31165
S 2.43758 0.13711 0.15276
H -1.20196 1.71853 0.83369
H -0.78471 -1.25410 0.69267
H -0.96956 -0.40741 -1.72111
H 2.69647 -1.15931 0.27662
*
```



Which of them is most stable, and which least? Most stable: model w; least stable: model x.